C21H22N2O8 in the gas phase in a non-equilibrium geometry, computed with wB97M-V/def2-TZVPD.

Geometry as XYZ:
```
53
Properties=species:S:1:pos:R:3:forces:R:3:nbo_charge:R:1
C -0.19850 4.02506 -1.73180 0.01 0.01 0.05 -0.253
O 0.13680 3.09713 -2.73761 0.09 -0.16 -0.29 -0.541
C -0.12090 1.77163 -2.34853 0.02 -0.32 0.16 -0.089
C 0.33475 0.84419 -3.47566 -0.21 0.74 -0.18 -0.085
O 0.37542 -0.50323 -3.03154 -0.02 -0.32 0.09 -0.518
C -0.78488 -1.19243 -3.04902 -0.40 0.07 -0.25 0.791
O -1.80110 -0.74197 -3.52933 0.12 0.17 0.01 -0.623
C -0.62173 -2.50274 -2.41674 0.21 -0.47 0.10 -0.259
C -1.59838 -3.43750 -2.35338 0.24 0.47 -0.22 0.318
C -2.95444 -3.33365 -2.96532 -0.04 0.17 -0.07 -0.677
N -1.37533 -4.61538 -1.68504 -0.27 -0.10 0.04 -0.629
C -0.16185 -5.00650 -1.13718 -0.01 -0.12 -0.11 0.788
O -0.03060 -6.08998 -0.61413 -0.01 -0.34 0.21 -0.631
N 0.83630 -4.11182 -1.28710 0.29 0.15 -0.11 -0.614
C 0.70419 -2.73141 -1.71681 -0.06 0.26 -0.02 -0.058
C 0.81569 -1.77972 -0.53810 0.12 0.06 0.20 -0.020
C 1.86480 -0.87575 -0.44207 -0.04 -0.03 0.16 -0.225
C 1.90333 0.01605 0.60907 0.00 -0.09 0.14 -0.214
C 0.91360 0.02009 1.58323 -0.08 -0.02 -0.28 0.187
O 0.99872 0.94293 2.63081 0.09 -0.43 0.09 -0.493
C 1.08393 2.25008 2.33237 -0.14 0.26 -0.37 0.759
O 1.05607 2.71072 1.21709 0.04 -0.07 0.43 -0.584
C 1.19037 3.05828 3.54590 0.09 1.04 -0.27 0.119
C 1.30614 4.42274 3.67495 -0.08 -0.92 -0.29 -0.222
C 1.37088 4.67734 5.05794 -0.03 -0.42 0.38 -0.322
C 1.28880 3.45669 5.66606 0.07 0.87 0.16 0.129
O 1.17979 2.47829 4.76711 -0.05 -0.55 -0.09 -0.369
C -0.13440 -0.90596 1.52356 0.14 0.08 -0.07 0.274
O -1.16091 -1.05984 2.39373 0.07 -0.13 -0.24 -0.490
C -1.29710 -0.22504 3.52346 -0.11 0.16 0.40 -0.243
C -0.15462 -1.79360 0.44549 0.16 0.16 0.05 -0.201
H 0.33188 3.80500 -0.79939 -0.04 0.05 -0.05 0.192
H 0.09616 5.00334 -2.10549 -0.05 0.05 0.07 0.188
H -1.27794 4.01829 -1.53532 0.01 0.02 0.00 0.161
H 0.43222 1.52639 -1.42808 -0.07 0.00 -0.09 0.179
H -1.19441 1.62282 -2.15454 0.10 0.00 0.00 0.172
H -0.33671 0.93875 -4.33404 0.17 -0.02 0.09 0.206
H 1.35410 1.09985 -3.76839 -0.08 -0.04 0.02 0.196
H -3.09169 -4.13340 -3.69236 0.00 -0.11 -0.03 0.226
H -3.71471 -3.44270 -2.19288 -0.07 -0.04 0.08 0.225
H -3.07864 -2.37462 -3.45487 -0.06 -0.10 0.03 0.281
H -2.10990 -5.30776 -1.65244 0.19 0.05 0.04 0.420
H 1.70774 -4.36157 -0.84432 -0.16 -0.12 0.02 0.415
H 1.52406 -2.51536 -2.41473 -0.16 -0.02 0.17 0.219
H 2.63411 -0.85261 -1.19696 0.09 0.02 -0.14 0.218
H 2.70384 0.73573 0.68574 0.04 0.06 0.01 0.231
H 1.33959 5.12926 2.87182 0.00 0.10 -0.22 0.245
H 1.46507 5.63020 5.53601 0.02 0.16 0.16 0.236
H 1.29753 3.17496 6.70102 -0.01 -0.15 0.09 0.209
H -0.41372 -0.25882 4.16441 -0.10 0.01 -0.05 0.189
H -2.15571 -0.62072 4.06532 0.06 0.06 -0.03 0.195
H -1.50193 0.81029 3.23691 0.02 -0.06 0.02 0.174
H -0.97577 -2.49202 0.40116 -0.15 -0.10 0.01 0.220
```
Positions in Å, forces in eV/Å.

Results
E_LUMO: 0.253 eV
HOMO: -8.7 eV
Kohn-Sham gap: 8.93 eV
SMILES string: COCCOC(=O)C1=C(C)NC(=O)N[C@@H]1c1ccc(OC(=O)c2ccco2)c(OC)c1

***

A molecular structure, C21H22N2Ti in a non-equilibrium geometry, computed with wB97M-V/def2-TZVPD.

Geometry as XYZ:
```
46
Properties=species:S:1:pos:R:3:forces:R:3:mulliken_spin:R:1
C -2.47319 0.99344 3.41246 0.30 0.70 -0.32 0.000
C -2.59416 -0.49550 3.49715 -0.25 -0.84 0.15 0.000
H -2.18009 1.44259 4.36677 -0.10 -0.06 -0.05 0.000
H -3.41311 1.45119 3.09069 0.13 0.05 0.06 0.000
H -1.69151 1.24794 2.68851 -0.16 0.15 0.01 0.000
H -2.97294 -0.93335 2.56678 0.12 0.12 0.05 0.000
H -1.62654 -0.96285 3.70193 -0.13 -0.02 0.05 0.000
H -3.30251 -0.78134 4.27977 0.13 -0.11 0.02 0.000
C 0.03741 2.50560 -2.15589 0.26 0.11 -1.25 0.034
C 0.00719 3.34884 -3.25926 -0.04 0.10 1.31 0.077
C 0.07054 2.81243 -4.55457 0.13 -1.27 -0.53 0.109
C 0.14981 1.43034 -4.72035 0.01 0.89 -0.05 -0.025
H -0.01101 2.84717 -1.11745 0.03 0.00 -0.43 0.001
H -0.07247 4.42037 -3.10316 0.02 -0.17 -0.04 0.007
H 0.05247 3.45644 -5.42704 -0.03 -0.03 0.14 0.010
H 0.15859 0.95240 -5.69887 0.05 0.42 0.16 0.012
N 0.13804 1.16115 -2.32731 0.27 0.82 -0.55 0.152
C 0.18253 0.60834 -3.59104 -0.25 -0.73 0.03 0.170
C 0.10276 -0.84472 -3.62598 -0.02 0.88 0.31 0.167
N 0.07251 -1.46132 -2.39064 0.50 -0.79 -0.65 0.135
C -0.17823 -2.79058 -2.26533 0.06 0.05 -1.44 0.030
C -0.39577 -2.94666 -4.66330 0.30 1.16 -0.81 0.107
C -0.45055 -3.54406 -3.39759 0.12 -0.32 1.56 0.075
H -0.13650 -3.18161 -1.24524 -0.17 -0.05 -0.40 0.003
H -0.70170 -4.59350 -3.27679 0.11 0.15 -0.11 0.007
C -0.09299 -1.59493 -4.78481 -0.16 -0.88 -0.11 -0.029
H -0.03266 -1.07442 -5.73948 -0.11 -0.46 0.13 0.012
H -0.58060 -3.52885 -5.55947 -0.01 0.00 0.14 0.010
Ti -0.40777 -0.17468 -0.98917 0.42 -0.18 1.12 0.918
C -2.38297 -0.12307 -1.10116 -1.73 0.16 0.01 -0.039
H -2.75869 -0.94772 -1.72252 -0.09 0.15 0.07 0.007
H -2.71417 0.83171 -1.53691 -0.18 -0.16 0.14 0.005
H -2.80097 -0.22488 -0.08950 -0.14 0.05 -0.10 0.006
C 0.43361 -0.10013 0.82568 2.02 0.38 3.69 -0.240
C 1.09543 -0.02319 1.88815 -1.76 -0.34 -3.21 0.229
C 1.91725 0.02914 3.02524 0.85 0.04 1.51 -0.011
C 1.36516 0.37844 4.28445 0.35 -0.16 -0.42 0.027
C 2.17520 0.41310 5.41750 0.06 -0.04 -0.12 -0.014
C 3.53721 0.10495 5.33242 -0.06 0.00 -0.29 0.028
C 4.09509 -0.23227 4.08950 -0.26 0.06 0.12 -0.015
C 3.30155 -0.27905 2.94526 -0.50 0.14 0.16 0.029
H 0.29669 0.60945 4.34009 0.44 -0.06 0.03 0.003
H 1.73376 0.68541 6.37591 0.14 -0.08 -0.20 -0.001
H 4.16336 0.12892 6.22875 -0.23 0.01 -0.34 0.002
H 5.15758 -0.46225 4.00872 -0.26 0.04 0.07 -0.001
H 3.72733 -0.55843 1.97712 -0.16 0.14 0.37 0.001
```
Positions in Å, forces in eV/Å.

Results
E_LUMO (spin up / spin down): 0.217 / -0.399 eV
HOMO (spin up / spin down): -5.7 / -8.2 eV
Kohn-Sham gap (spin up / spin down): 5.91 / 7.75 eV
Expectation value of S²: 2.0236
2S+1: 3

***

A molecular structure, C21H22N4OS in a non-equilibrium geometry, computed with wB97M-V/def2-TZVPD.

Geometry as XYZ:
```
49
Properties=species:S:1:pos:R:3:forces:R:3:nbo_charge:R:1
C 0.67792 8.03764 0.10985 -3.04 -2.99 0.62 -0.185
C 1.53728 6.69499 0.19003 -4.34 -1.90 0.56 -0.221
C 0.78110 5.32453 0.39583 0.49 2.16 -0.93 -0.024
C 1.61894 3.95872 0.52410 -0.64 1.13 3.36 -0.447
C 1.72516 3.78885 2.25886 -0.46 -3.62 -0.35 0.104
C 2.01015 2.18870 2.78027 -3.63 5.55 2.15 -0.245
O 0.59936 2.98240 2.91218 3.36 2.48 -1.86 -0.570
C -0.81880 5.19493 0.51334 1.80 0.54 -0.08 0.109
N -1.50486 3.91234 0.70648 -0.55 6.52 -0.69 -0.606
S -3.15681 4.48438 0.78150 2.78 2.47 -0.64 0.802
N -3.04209 6.20888 0.56121 4.19 -1.28 0.00 -0.524
C -1.62755 6.56623 0.42713 -0.55 -2.92 0.35 0.111
C -0.90287 7.96641 0.23481 3.29 -1.61 -0.06 -0.216
H 1.25824 9.02932 -0.03182 -1.44 -1.82 0.29 0.256
H 2.69622 6.69367 0.11856 -2.37 0.05 0.10 0.247
H 2.70414 4.01246 0.14867 -1.86 -0.03 0.41 0.245
H 1.03390 3.02691 0.19247 0.95 1.67 0.22 0.209
H 2.26231 4.68791 2.88229 -1.64 -2.46 -1.50 0.253
H 1.40402 1.30571 2.28521 4.50 6.25 3.74 0.194
H 2.21484 2.35743 3.89984 0.66 -1.55 -1.76 0.234
H -1.53673 8.92595 0.20351 1.17 -1.81 0.03 0.263
C -1.27362 -8.03902 -3.32650 -0.11 -0.21 0.03 -0.415
N -1.05044 -6.77685 -2.58901 0.13 0.35 0.03 -0.238
C -1.61402 -6.61695 -1.37424 0.21 0.54 0.17 0.104
C -1.39046 -5.45985 -0.63680 -0.18 -0.27 -0.02 -0.192
C -0.57174 -4.44882 -1.14348 -0.09 -0.73 -0.49 0.029
C -0.02570 -4.64244 -2.41511 0.10 -0.06 -0.11 -0.195
C -0.27790 -5.81087 -3.12113 0.00 0.37 0.41 0.106
C -0.26250 -3.22986 -0.36984 0.25 0.77 0.42 0.023
C 1.05987 -2.89527 -0.06696 0.15 0.06 -0.02 -0.207
C 1.35240 -1.72341 0.61748 -0.33 -0.30 -0.22 0.116
N 0.36611 -0.88891 0.99651 -0.57 -0.83 -0.46 -0.229
C -0.92455 -1.19040 0.74385 0.12 -0.51 -0.31 0.107
C -1.26039 -2.35619 0.06531 -0.15 0.20 0.14 -0.192
C 0.69213 0.38759 1.68480 -1.92 -3.49 -2.09 -0.511
H -2.34966 -8.17504 -3.44675 0.16 -0.09 -0.01 0.251
H -0.83797 -8.84758 -2.73610 -0.13 0.02 -0.16 0.250
H -0.79193 -7.98920 -4.30305 -0.07 0.05 0.18 0.247
H -2.23143 -7.42705 -0.99913 0.11 0.07 -0.13 0.261
H -1.84515 -5.37158 0.34677 0.06 -0.06 -0.18 0.265
H 0.60274 -3.88264 -2.87263 -0.11 -0.16 0.04 0.264
H 0.14160 -5.98170 -4.10701 -0.12 -0.07 0.15 0.260
H 1.88001 -3.54610 -0.35956 -0.11 0.15 0.07 0.263
H 2.37361 -1.44397 0.85697 -0.21 0.05 0.01 0.256
H -1.67605 -0.48241 1.07908 0.16 -0.02 -0.02 0.264
H -2.30867 -2.55764 -0.13911 0.16 0.08 0.06 0.263
H 0.16377 0.39861 2.64058 -0.06 -0.01 -0.10 0.280
H 0.35841 1.20214 1.03693 -0.04 0.01 0.18 0.285
H 1.76768 0.44707 1.84382 -0.11 -2.73 -1.54 0.296
```
Positions in Å, forces in eV/Å.

Results
E_LUMO: -7.745 eV
HOMO: -11.7 eV
Charge: +2
Kohn-Sham gap: 3.95 eV

***

C21H22N6O2 in the gas phase, computed with wB97M-V/def2-TZVPD.

Geometry as XYZ:
```
51
Properties=species:S:1:pos:R:3:forces:R:3:nbo_charge:R:1
O -4.03723 -1.42586 -1.59059 -0.03 -0.08 -0.06 -0.588
C -3.95216 -0.70128 -0.62269 0.02 0.06 0.15 0.664
N -2.82943 -0.52209 0.12938 -0.09 0.31 0.30 -0.593
C -1.55689 -1.07597 -0.04890 0.38 -0.20 -0.09 0.149
C -1.20427 -1.82390 -1.16819 -0.17 -0.03 -0.15 -0.247
C 0.08333 -2.30415 -1.28788 0.08 0.07 0.34 -0.167
C 1.04364 -2.07059 -0.31102 -0.10 -0.09 0.00 0.059
C 0.68344 -1.33120 0.81208 -0.06 -0.02 -0.07 -0.054
C -0.60393 -0.83696 0.93580 -0.08 -0.07 -0.10 -0.242
C 1.71272 -1.06535 1.88334 -0.21 0.06 0.11 -0.224
N 3.03174 -1.02998 1.29764 0.02 -0.38 0.13 -0.437
C 3.72538 0.08077 0.95408 -0.28 0.25 0.46 0.702
O 4.77617 0.01112 0.34124 0.33 0.11 -0.26 -0.658
C 3.13331 1.40843 1.40756 0.24 0.15 -0.19 -0.520
C 3.82229 2.60951 0.75810 -0.11 -0.28 -0.09 -0.397
C 3.86408 2.51511 -0.77627 0.44 0.48 0.30 -0.214
N 2.72718 1.82399 -1.31694 -0.19 -0.56 -0.46 -0.185
C 2.71929 0.71760 -2.07577 -0.17 0.11 0.01 0.180
N 1.48567 0.35384 -2.34120 0.10 -0.46 -0.45 -0.495
C 0.74871 1.28485 -1.70747 0.29 0.02 0.02 0.136
N 1.46143 2.18871 -1.07569 -0.33 0.75 0.41 -0.308
C 3.36586 -2.29874 0.68219 0.26 -0.20 -0.27 -0.220
C 2.45384 -2.55444 -0.52284 0.13 0.06 0.10 -0.456
C -5.12684 0.08590 -0.12593 -0.42 0.19 0.00 -0.097
C -6.39889 -0.46272 -0.26129 0.23 0.09 0.03 -0.217
C -7.48744 0.27137 0.18096 0.07 -0.32 -0.14 0.040
N -7.38182 1.47739 0.71216 -0.39 0.31 0.16 -0.405
C -6.17698 2.00862 0.81747 0.26 0.12 0.07 0.040
C -5.01625 1.36167 0.42093 -0.07 -0.23 -0.07 -0.256
H -2.92267 0.05172 0.95654 -0.10 -0.13 -0.18 0.401
H -1.93332 -2.01268 -1.93720 -0.02 -0.01 -0.02 0.257
H 0.35698 -2.86548 -2.16780 0.03 -0.05 -0.14 0.214
H -0.86642 -0.25214 1.80822 -0.04 0.09 0.11 0.200
H 1.69588 -1.88580 2.61495 0.02 0.17 -0.02 0.208
H 1.48949 -0.14676 2.42307 0.03 -0.06 -0.03 0.219
H 2.07371 1.43992 1.14821 0.03 -0.04 0.13 0.240
H 3.22658 1.48540 2.49341 -0.09 -0.05 0.02 0.236
H 4.84895 2.68721 1.11539 0.00 0.08 0.00 0.224
H 3.27958 3.50771 1.05565 0.06 -0.01 0.02 0.216
H 4.74514 1.95001 -1.08388 -0.17 0.10 -0.01 0.239
H 3.91004 3.52142 -1.20411 0.01 -0.14 -0.01 0.211
H 3.60879 0.22329 -2.40766 0.29 -0.08 -0.01 0.214
H -0.32148 1.28664 -1.71597 -0.28 0.07 0.05 0.200
H 3.24310 -3.08507 1.43310 0.02 0.05 -0.02 0.191
H 4.41104 -2.26143 0.37245 -0.14 -0.09 0.09 0.246
H 2.84898 -2.02567 -1.39452 0.06 -0.06 -0.02 0.222
H 2.45026 -3.61992 -0.76176 0.04 0.01 -0.04 0.221
H -6.51412 -1.43942 -0.70402 -0.03 -0.08 -0.05 0.240
H -8.49349 -0.11910 0.10509 -0.04 -0.12 -0.04 0.197
H -6.14078 3.00357 1.24187 0.10 0.08 0.01 0.195
H -4.06215 1.86092 0.50871 0.07 0.05 0.01 0.218
```
Positions in Å, forces in eV/Å.

Results
E_LUMO: 0.221 eV
HOMO: -8.5 eV
Kohn-Sham gap: 8.68 eV
SMILES string: O=C(Nc1ccc2c(c1)CN(C(=O)CCCn1cncn1)CC2)c1ccncc1